{
  "formula": "C5H10N2O",
  "method": "ωB97M-V/def2-TZVPD",
  "lumo_energy_ev": 0.66,
  "orbital_gap_ev": 9.30,
  "multiplicity": 1,
  "e_homo_ha": -0.3177,
  "symbols": ["C", "C", "C", "C", "N", "C", "N", "H", "H", "H", "H", "H", "H", "H", "H", "O", "H", "H"],
  "coordinates": [[-0.58932, 1.33258, -1.76355], [-1.00869, 1.15596, -0.32944], [0.02202, 0.45033, 0.48387], [-0.20969, -0.71291, 1.25680], [0.97940, -1.24909, 1.67187], [1.99361, -0.39258, 1.28207], [1.39926, 0.69383, 0.60284], [-0.50529, 0.39040, -2.32273], [0.54252, 1.73587, -1.63826], [-1.30477, 2.14098, -2.18992], [-1.30741, 2.14187, 0.25799], [-1.89915, 0.47516, -0.23530], [-0.99039, -1.35991, 1.63460], [3.06380, -0.31495, 1.42672], [1.79257, 1.57633, 0.38560], [-0.81456, -2.99269, -0.37995], [-1.06364, -2.08139, -0.43779], [-0.10027, -2.98978, 0.29459]],
  "forces_ev_per_angstrom": [[1.6, 2.7, 0.2], [-1.2, 0.5, 2.3], [-0.1, -1.9, 2.0], [2.3, 0.7, -0.5], [3.6, 1.8, -0.4], [-3.9, 0.7, -0.2], [-1.6, -2.4, 0.4], [-0.4, 0.4, 0.1], [-2.6, -0.5, -1.1], [1.6, -1.6, 0.0], [0.5, -1.6, -1.6], [0.5, 0.8, -0.2], [-0.9, 0.9, -0.8], [-0.3, -0.8, 0.3], [0.7, 0.5, -0.4], [0.8, -1.1, 0.5], [-0.1, 0.7, -0.1], [-0.6, 0.0, -0.7]]
}